[1]
This record from the OMol25 dataset describes an isolated molecule of C4H7NO. The level of theory is wB97M-V/def2-TZVPD.

Calculated values
gap between HOMO and LUMO	10.454	eV
E_HOMO	-9.412	eV
structure (SMILES)	CC1=NCCO1

Geometry as XYZ:
```
13
C4H7NO, DFT wB97M-V/def2-TZVPD
O -0.5706 0.8752 0.3135
N 0.5012 -0.9226 -0.5456
C 1.1907 0.2510 -1.0879
C -0.4429 -0.4741 0.1745
C -1.4573 -1.2771 0.9128
C 0.6017 1.4357 -0.2999
H 2.2736 0.1591 -0.9620
H 0.3017 2.2901 -0.9106
H -1.3431 -1.1208 1.9901
H -2.4656 -0.9556 0.6354
H 1.2686 1.7787 0.4996
H -1.3269 -2.3340 0.6794
H 0.9864 0.3192 -2.1637
```

Mulliken population analysis, charges in e, atoms 1 to 6: O -0.39; N -0.55; C -0.35; C 0.69; C -0.99; C -0.28


[2]
This record from the OMol25 dataset describes a cluster of 2 separate species, C4H7NO in total. The level of theory is wB97M-V/def2-TZVPD.

Calculated values
gap between HOMO and LUMO	8.814	eV
E_HOMO	-8.498	eV

Geometry as XYZ:
```
13
C4H7NO, DFT wB97M-V/def2-TZVPD
O -1.6077 0.2844 0.3249
N 0.2475 1.6011 -0.3952
C 0.5461 -0.5961 0.7407
C 1.1359 0.4608 -0.1855
C -0.9522 -0.7954 0.7310
C -0.9656 1.4470 -0.1376
H 2.0811 0.8484 0.2073
H 1.3603 0.0433 -1.1750
H 1.0312 -1.5696 0.6148
H 0.7018 -0.3251 1.7974
H -1.1208 -1.9190 -0.8175
H -0.7502 -1.7098 -1.4383
H -1.7072 2.2298 -0.2670
```

Mulliken population analysis, charges in e, atoms 1 to 6: O -0.12; N -0.46; C -0.37; C -0.35; C -0.52; C 0.09


[3]
This record from the OMol25 dataset describes an isolated molecule of C4H7NO in a non-equilibrium geometry. The level of theory is wB97M-V/def2-TZVPD.

Calculated values
gap between HOMO and LUMO	11.106	eV
E_HOMO	-10.305	eV
structure (SMILES)	CO[C@@H](C)C#N

Geometry as XYZ:
```
13
C4H7NO, DFT wB97M-V/def2-TZVPD
O -0.2488 0.3831 0.9559
N -0.2689 0.3187 -2.6520
C -1.5612 0.8624 0.7732
C 0.5274 0.0672 -0.1670
C 1.3648 -1.1780 0.1142
C -0.0928 0.0997 -1.5231
H 0.7638 -2.0638 0.3443
H -1.8355 1.2898 1.7405
H -2.2334 0.0279 0.5292
H 2.0095 -0.9520 0.9703
H 1.9996 -1.3869 -0.7513
H -1.6560 1.6383 -0.0070
H 1.2316 0.8937 -0.3272
```

Mulliken population analysis, charges in e, atoms 1 to 6: O -0.36; N -0.46; C -0.68; C 0.70; C -1.21; C 0.03


[4]
This record from the OMol25 dataset describes an isolated molecule of C4H7NO. The level of theory is wB97M-V/def2-TZVPD.

Calculated values
gap between HOMO and LUMO (spin up / spin down)	7.446 / 7.187	eV
E_HOMO (spin up / spin down)	-7.683 / -7.587	eV

Geometry as XYZ:
```
13
C4H7NO, DFT wB97M-V/def2-TZVPD
O -0.5070 2.9123 1.3085
N -0.2633 -0.3083 -0.2529
C 0.1658 -1.6075 0.3613
C -0.7536 0.6882 0.5599
C -0.2125 2.0097 0.5349
C 0.3272 -0.2055 -1.4153
H 1.2023 -1.4340 0.6788
H 0.6732 0.7411 -1.7844
H 0.5942 2.1749 -0.2187
H 0.1756 -2.4266 -0.3668
H -0.4506 -1.8458 1.2166
H 0.5314 -1.1245 -1.9419
H -1.4828 0.4260 1.3201
```

Mulliken population analysis, charges in e, atoms 1 to 6: O -0.56; N 0.07; C -0.87; C -0.06; C -0.19; C -0.36


[5]
This record from the OMol25 dataset describes an isolated molecule of C4H7NO in a non-equilibrium geometry. The level of theory is wB97M-V/def2-TZVPD.

Calculated values
gap between HOMO and LUMO	10.255	eV
E_HOMO	-9.281	eV
structure (SMILES)	C[C@H]1CC=NO1

Geometry as XYZ:
```
13
C4H7NO, DFT wB97M-V/def2-TZVPD
O 1.2119 0.3504 1.0080
N 1.4740 1.2739 0.0388
C 0.1792 -0.4296 -0.9003
C 0.9624 0.8918 -1.0420
C -1.2252 -0.0601 1.0902
C 0.0967 -0.6121 0.5363
H 1.2301 1.3091 -2.0621
H 0.5495 -1.6030 0.8724
H -0.7589 -0.2787 -1.4371
H 0.8473 -1.1249 -1.4085
H -1.4034 0.7760 0.3089
H -1.2022 0.2351 2.1602
H -1.9615 -0.7280 0.8353
```

Mulliken population analysis, charges in e, atoms 1 to 6: O -0.26; N -0.32; C -0.83; C 0.02; C -1.14; C 0.30


[6]
This record from the OMol25 dataset describes an isolated molecule of C4H7NO. The level of theory is wB97M-V/def2-TZVPD.

Calculated values
gap between HOMO and LUMO	9.403	eV
E_HOMO	-8.629	eV
structure (SMILES)	C=NC/C=C/O

Geometry as XYZ:
```
13
C4H7NO, DFT wB97M-V/def2-TZVPD
O -2.1217 -1.1255 0.2963
N 0.8816 1.2148 -0.6061
C -1.1043 -0.4600 -0.3122
C 1.3820 -0.1203 -0.3226
C 0.1666 1.6521 0.3470
C 0.1390 -0.9716 -0.4286
H 0.2281 -2.0526 -0.4688
H -0.5253 2.4765 0.1787
H 2.1913 -0.4173 -0.9977
H -1.7031 -1.6542 0.9882
H 1.7802 -0.2088 0.7122
H -1.4575 0.4742 -0.7348
H 0.1431 1.1928 1.3484
```

Mulliken population analysis, charges in e, atoms 1 to 6: O -0.53; N -0.45; C 0.03; C -0.35; C -0.54; C -0.60


[7]
This record from the OMol25 dataset describes an isolated molecule of C4H7NO in a non-equilibrium geometry. The level of theory is wB97M-V/def2-TZVPD.

Calculated values
gap between HOMO and LUMO	9.966	eV
E_HOMO	-9.186	eV
structure (SMILES)	C[C@@H]1C(=O)N1C

Geometry as XYZ:
```
13
C4H7NO, DFT wB97M-V/def2-TZVPD
O -2.5995 -0.3151 -0.2722
N -0.5109 0.6838 0.3947
C -0.2071 -0.7295 0.5996
C 0.7539 -1.4912 -0.2657
C 0.1754 1.8169 -0.1438
C -1.4788 -0.1749 0.1061
H -0.1552 -1.0706 1.8618
H 1.7759 -1.1386 -0.1251
H 0.5919 1.6069 -1.1354
H 0.7160 -2.5467 -0.0071
H 0.4844 -1.3863 -1.3161
H -0.5288 2.6433 -0.2261
H 0.9828 2.1019 0.5292
```

Mulliken population analysis, charges in e, atoms 1 to 6: O -0.58; N -0.07; C 0.11; C -1.14; C -0.77; C 0.39


[8]
This record from the OMol25 dataset describes an isolated molecule of C4H7NO. The level of theory is wB97M-V/def2-TZVPD.

Calculated values
gap between HOMO and LUMO	10.712	eV
E_HOMO	-9.734	eV
structure (SMILES)	NC(=O)C1CC1

Geometry as XYZ:
```
13
C4H7NO, DFT wB97M-V/def2-TZVPD
O -0.7555 2.1557 -0.9067
N -0.9827 1.1127 1.1045
C 0.4815 0.1496 -0.5905
C -0.4556 1.2397 -0.1655
C -0.0268 -1.2451 -0.8667
C 0.8492 -0.9949 0.3170
H 1.2274 0.5143 -1.2903
H 1.8773 -1.3388 0.3112
H 0.4011 -1.7532 -1.7247
H -0.3655 0.7658 1.8229
H 0.3666 -1.0584 1.2881
H -1.5397 1.9051 1.3908
H -1.0773 -1.4526 -0.6899
```

Mulliken population analysis, charges in e, atoms 1 to 6: O -0.59; N -0.43; C 0.09; C 0.23; C -0.52; C -0.67


[9]
This record from the OMol25 dataset describes the ion C4H7NO2 with charge -1 in a non-equilibrium geometry. The level of theory is wB97M-V/def2-TZVPD.

Calculated values
2S+1	2
gap between HOMO and LUMO (spin up / spin down)	4.261 / 7.182	eV
total charge	-1
E_HOMO (spin up / spin down)	-0.196 / -3.163	eV
<S²>	0.754

Geometry as XYZ:
```
14
C4H7NO2, DFT wB97M-V/def2-TZVPD
O 0.4563 2.3487 0.7205
O 0.4005 -1.7224 1.5304
N -0.1634 0.5116 -0.5264
C 1.2234 -0.8234 1.1211
C -0.3798 1.6119 0.2333
C -1.3775 -0.3020 -0.7433
C 1.0796 -0.2799 -0.2971
H -1.7613 -0.6278 0.2236
H 2.2941 -0.7954 1.4313
H -1.1036 -1.1950 -1.2968
H 1.9737 0.2794 -0.5709
H -1.4529 1.8698 0.3492
H 0.9241 -1.1809 -0.9122
H -2.1130 0.3053 -1.2627
```

Mulliken population analysis, charges in e, atoms 1 to 6: O -0.51; O -0.73; N -0.01; C -0.38; C -0.02; C -1.00


[10]
This record from the OMol25 dataset describes a structure of composition C4H7NO2. The level of theory is wB97M-V/def2-TZVPD.

Calculated values
gap between HOMO and LUMO	9.295	eV
E_HOMO	-8.953	eV

Geometry as XYZ:
```
14
C4H7NO2, DFT wB97M-V/def2-TZVPD
O 2.0664 -0.9376 -0.1011
O -1.9680 1.1113 1.0913
N -0.6699 1.1412 0.6105
C 0.8664 0.1580 -0.8335
C 2.0575 0.5078 -0.0356
C -0.4071 0.1000 -0.0968
C -1.3841 -1.0139 -0.3280
H -1.6987 -1.4445 0.6277
H 1.6465 -0.9848 -1.1210
H -2.2861 -0.6301 -0.8172
H 1.9055 0.8179 0.9980
H -0.9407 -1.7928 -0.9509
H 2.9162 0.9786 -0.5175
H -2.0445 1.9646 1.5394
```

Mulliken population analysis, charges in e, atoms 1 to 6: O -0.35; O -0.39; N -0.47; C -0.76; C -0.15; C 0.92


[11]
This record from the OMol25 dataset describes an isolated molecule of C4H7NO2. The level of theory is wB97M-V/def2-TZVPD.

Calculated values
gap between HOMO and LUMO	9.287	eV
E_HOMO	-8.241	eV
structure (SMILES)	C=C(N)O[C@H]1CO1

Geometry as XYZ:
```
14
C4H7NO2, DFT wB97M-V/def2-TZVPD
O 0.3466 -0.2011 -1.6864
O -0.1465 -0.8032 0.5586
N -1.7659 0.7778 0.9975
C -0.4171 0.4902 0.9503
C 0.7823 -0.7797 -0.4919
C 0.4923 -1.6228 -1.6377
C 0.5480 1.3623 1.2494
H -2.3798 0.2409 0.4049
H -1.9457 1.7723 0.9846
H 1.2860 -2.0452 -2.2510
H 0.3154 2.4169 1.2373
H -0.4518 -2.1588 -1.6216
H 1.5480 1.0386 1.5050
H 1.7883 -0.4881 -0.1989
```

Mulliken population analysis, charges in e, atoms 1 to 6: O -0.43; O -0.40; N -0.51; C 0.63; C 0.22; C -0.46


[12]
This record from the OMol25 dataset describes a structure of composition C4H7NO2 in a non-equilibrium geometry. The level of theory is wB97M-V/def2-TZVPD.

Calculated values
gap between HOMO and LUMO	9.432	eV
E_HOMO	-8.969	eV

Geometry as XYZ:
```
14
C4H7NO2, DFT wB97M-V/def2-TZVPD
O 2.3259 -0.1512 0.0848
O 0.4542 -2.3961 0.2331
N -1.6835 0.7275 -0.1461
C 1.1500 0.3130 0.6509
C 0.5377 1.3994 0.0842
C 0.0331 -1.3274 0.1053
C -1.6908 -0.5527 -0.4524
H -1.5595 1.2874 -0.9854
H 2.3853 -1.1088 0.2129
H -2.1982 -1.2403 0.2305
H 1.0210 0.1424 1.7236
H 0.0271 2.1464 0.6730
H 0.8469 1.6720 -0.9244
H -1.6492 -0.9115 -1.4900
```

Mulliken population analysis, charges in e, atoms 1 to 6: O -0.50; O -0.35; N -0.66; C 0.11; C -0.77; C 0.35


[13]
This record from the OMol25 dataset describes a cluster of 2 separate species, C4H7NO2 in total in a non-equilibrium geometry. The level of theory is wB97M-V/def2-TZVPD.

Calculated values
gap between HOMO and LUMO	9.159	eV
E_HOMO	-9.071	eV

Geometry as XYZ:
```
14
C4H7NO2, DFT wB97M-V/def2-TZVPD
O 0.6218 0.3021 -1.4005
O 1.1568 -0.3220 0.7018
N 1.7695 -1.5034 0.1440
C -1.5935 -0.6110 -0.6244
C 0.4629 0.4247 -0.1114
C -2.4914 -1.1548 -0.0040
C -0.1038 1.6384 0.5396
H -0.4313 -0.1286 -1.5441
H -3.2733 -1.6589 0.5124
H -0.9052 2.0366 -0.0736
H 0.7019 2.3787 0.6076
H 1.8656 -1.3199 -0.8562
H 2.6910 -1.4874 0.5745
H -0.4711 1.4056 1.5344
```

Mulliken population analysis, charges in e, atoms 1 to 6: O -0.61; O -0.11; N -0.45; C -0.41; C 0.83; C -0.62


[14]
This record from the OMol25 dataset describes an isolated molecule of C4H7NO2. The level of theory is wB97M-V/def2-TZVPD.

Calculated values
gap between HOMO and LUMO	10.385	eV
E_HOMO	-9.589	eV
structure (SMILES)	[H]/N=C(\C)OCC=O

Geometry as XYZ:
```
14
C4H7NO2, DFT wB97M-V/def2-TZVPD
O 2.9606 1.0922 0.2288
O 0.0233 -0.9135 0.3379
N -0.1542 0.9787 -0.9068
C -2.1820 -0.2692 -0.1613
C 2.2021 0.2280 -0.1367
C 1.2639 -0.4442 0.8492
C -0.7183 0.0113 -0.3174
H -2.4654 -0.0485 0.8730
H 1.7641 -1.3342 1.2441
H -2.7777 0.3556 -0.8287
H 1.0815 0.2550 1.6704
H -2.3955 -1.3244 -0.3423
H -0.8283 1.5953 -1.3503
H 2.2258 -0.1821 -1.1598
```

Mulliken population analysis, charges in e, atoms 1 to 6: O -0.50; O -0.36; N -0.62; C -1.02; C 0.16; C -0.41


[15]
This record from the OMol25 dataset describes a structure of composition C4H7NO2 in a non-equilibrium geometry. The level of theory is wB97M-V/def2-TZVPD.

Calculated values
gap between HOMO and LUMO (spin up / spin down)	8.509 / 8.228	eV
E_HOMO (spin up / spin down)	-8.657 / -8.386	eV

Geometry as XYZ:
```
14
C4H7NO2, DFT wB97M-V/def2-TZVPD
O 1.7409 1.6956 -0.8553
O -0.6525 0.9341 1.7012
N 1.6801 0.3312 -0.6998
C -1.3574 -0.6948 0.0341
C -0.7801 0.6503 0.3498
C 0.4353 -0.0313 -0.5210
C -0.0447 -1.4259 -0.1574
H 2.6852 1.8625 -0.9777
H -0.3568 0.1383 2.1663
H 0.0416 -2.1808 -0.9443
H -2.2077 -1.1055 0.5917
H -0.4466 0.0783 -1.3441
H 0.3879 -1.8255 0.7746
H -1.1253 1.5735 -0.1181
```

Mulliken population analysis, charges in e, atoms 1 to 6: O -0.34; O -0.54; N -0.57; C -0.66; C 0.00; C -0.01


[16]
This record from the OMol25 dataset describes an isolated molecule of C4H7NO2 in a non-equilibrium geometry. The level of theory is wB97M-V/def2-TZVPD.

Calculated values
gap between HOMO and LUMO	9.441	eV
E_HOMO	-8.483	eV
structure (SMILES)	C[C@]1(O)C=CNO1

Geometry as XYZ:
```
14
C4H7NO2, DFT wB97M-V/def2-TZVPD
O -0.7475 1.0899 -0.6274
O 0.8050 1.2952 1.1084
N -2.0675 0.5210 -0.4211
C -1.9348 -0.3392 0.6852
C 0.2865 0.4164 0.1904
C 1.3358 -0.1995 -0.8247
C -0.6346 -0.6511 0.8433
H 1.6687 -1.1427 -0.5285
H 1.0151 2.1215 0.6206
H 0.8720 -0.2539 -1.8043
H -0.3368 -1.3311 1.6312
H -2.6861 -1.0684 1.0305
H -2.7375 1.2635 -0.2389
H 2.1645 0.5339 -0.8144
```

Mulliken population analysis, charges in e, atoms 1 to 6: O -0.36; O -0.51; N -0.19; C -0.31; C 1.03; C -1.09


[17]
This record from the OMol25 dataset describes an isolated molecule of C4H7NO2. The level of theory is wB97M-V/def2-TZVPD.

Calculated values
gap between HOMO and LUMO	9.377	eV
E_HOMO	-8.320	eV
structure (SMILES)	C=C(N)O[C@H]1CO1

Geometry as XYZ:
```
14
C4H7NO2, DFT wB97M-V/def2-TZVPD
O -0.4298 0.4571 0.6575
O -0.6541 0.0312 -1.6613
N 1.7455 0.7599 1.1882
C -1.7506 0.8824 -1.3174
C 0.7854 -0.1680 0.8228
C -1.1927 -0.0763 -0.3784
C 0.9574 -1.4841 0.6865
H 1.9479 -1.9165 0.6833
H 1.6284 1.6681 0.7613
H -1.6745 -1.0276 -0.1537
H -2.6838 0.6830 -1.8394
H 0.1115 -2.1510 0.5906
H -1.4839 1.9272 -1.1726
H 2.6933 0.4145 1.1326
```

Mulliken population analysis, charges in e, atoms 1 to 6: O -0.39; O -0.43; N -0.53; C -0.48; C 0.75; C 0.16


[18]
This record from the OMol25 dataset describes an isolated molecule of C4H7NO2 in a non-equilibrium geometry. The level of theory is wB97M-V/def2-TZVPD.

Calculated values
gap between HOMO and LUMO	10.474	eV
E_HOMO	-9.949	eV
structure (SMILES)	C[C@H](C=O)NC=O

Geometry as XYZ:
```
14
C4H7NO2, DFT wB97M-V/def2-TZVPD
O -2.9062 1.3426 0.7815
O 2.6034 -0.2373 0.6414
N -0.9197 0.2098 0.4955
C 0.3597 0.1204 -0.1761
C 1.4868 0.1183 0.8781
C 0.5110 -1.1666 -1.0207
C -1.7907 1.2462 0.3376
H 1.1629 0.5136 1.8566
H -0.4543 -1.6652 -1.1593
H 0.4991 0.9792 -0.8307
H 1.0003 -0.9359 -1.9589
H -1.2780 2.1159 -0.1265
H -1.3000 -0.6770 0.7668
H 1.0256 -1.9640 -0.4853
```

Mulliken population analysis, charges in e, atoms 1 to 6: O -0.53; O -0.46; N -0.19; C 0.32; C -0.18; C -1.28


[19]
This record from the OMol25 dataset describes an isolated molecule of C4H7NO2 in a non-equilibrium geometry. The level of theory is wB97M-V/def2-TZVPD.

Calculated values
gap between HOMO and LUMO	9.892	eV
E_HOMO	-9.057	eV
structure (SMILES)	[H]/N=C(\C)O/C=C\O

Geometry as XYZ:
```
14
C4H7NO2, DFT wB97M-V/def2-TZVPD
O 1.1559 -0.1548 0.6658
O -0.0905 2.2368 -0.4431
N -0.7480 0.1244 1.8915
C -0.1359 -0.4726 0.9248
C 1.3631 0.3394 -0.6220
C -0.7712 -1.5011 0.0405
C 0.7856 1.4343 -1.1236
H 2.1081 -0.2481 -1.1428
H 0.9724 1.8095 -2.1223
H -0.0129 -2.1657 -0.3825
H -0.1306 1.9368 0.4898
H -1.3167 -1.0042 -0.7661
H -1.4702 -2.1077 0.6230
H -1.7089 -0.2271 1.9670
```

Mulliken population analysis, charges in e, atoms 1 to 6: O -0.38; O -0.54; N -0.68; C 0.75; C -0.32; C -1.13


[20]
This record from the OMol25 dataset describes a structure of composition C4H7NO2. The level of theory is wB97M-V/def2-TZVPD.

Calculated values
gap between HOMO and LUMO	10.078	eV
E_HOMO	-9.964	eV

Geometry as XYZ:
```
14
C4H7NO2, DFT wB97M-V/def2-TZVPD
O -1.0011 0.6421 -0.5059
O 2.2477 -0.2123 1.0083
N 2.1086 0.8213 -0.3604
C -0.7794 -0.6838 -0.9503
C -0.7116 -0.5707 1.6667
C 1.2423 0.1601 0.2636
C -0.1923 -0.1888 0.3057
H -1.7547 -0.8866 1.5875
H -0.6552 0.2839 2.3475
H -1.6362 -1.3537 -0.8846
H -0.1186 -1.3884 2.0870
H 0.7823 2.0389 -2.0026
H -0.1555 -0.7811 -1.8381
H 0.6238 2.1192 -2.7243
```

Mulliken population analysis, charges in e, atoms 1 to 6: O -0.42; O -0.46; N -0.43; C -0.62; C -1.30; C 0.46


ΔE to the lowest compared entry with this formula, charge and spin values (in eV) by entry order: 0.815, 4.954, 1.878, 3.617, 3.182, 3.246, 2.734, 0.857, 0.879, 6.535, 2.940, 4.815, 6.825, 1.503, 7.332, 3.638, 2.757, 1.214, 2.087, 6.183.